Record 1
Computed, not measured: an isolated ion of composition C17H22BrF9NO5S and charge +1, with wB97M-V/def2-TZVPD.

```
56
Properties=species:S:1:pos:R:3:forces:R:3:nbo_charge:R:1
C 2.3182 -1.2245 2.4242 -0.1 0.1 0.2 -0.65
C 1.2863 -0.4361 1.6511 0.1 -0.2 0.0 -0.04
O 1.7105 -0.0922 0.3402 -0.3 0.2 -0.1 -0.57
C 2.7424 0.8730 0.2898 -0.1 -0.1 0.1 -0.10
C 4.1138 0.2581 -0.1058 -0.2 0.2 0.2 -0.09
O 4.0990 -1.1472 -0.1694 0.4 0.0 0.0 -0.51
C 3.9222 -1.7294 -1.4295 -0.2 -0.1 -0.1 -0.07
C 2.4647 -2.0201 -1.7244 -0.1 0.6 -0.1 -0.10
O 1.9127 -2.7663 -0.6592 0.1 -0.5 -0.1 -0.50
C 0.7260 -3.4559 -0.9294 0.1 0.5 0.4 -0.10
C -0.4647 -2.5386 -0.7306 -0.6 0.1 0.3 0.23
N -0.6957 -1.6130 -1.6896 -0.4 0.0 0.4 -0.41
C -1.6908 -0.7064 -1.6685 -0.3 -0.3 0.7 0.10
C -2.5936 -0.6613 -0.6019 0.7 -0.4 -0.2 0.01
C -3.7270 0.3423 -0.5552 0.2 -0.3 0.2 -0.43
C -3.3641 1.7323 -0.0329 0.0 0.1 -0.1 -0.47
C -2.6182 2.6390 -1.0155 0.0 -0.1 -0.1 0.65
F -2.5716 2.0555 -2.2575 -0.1 -0.1 0.0 -0.34
F -3.2666 3.8001 -1.1806 -0.1 0.0 -0.2 -0.30
C -1.1198 2.8857 -0.6585 0.0 -0.1 0.1 0.45
F -0.4288 3.1491 -1.7685 -0.1 0.1 0.1 -0.29
F -0.6556 1.7280 -0.1497 0.2 -0.1 -0.1 -0.32
S -0.8011 4.2845 0.5775 0.3 -0.3 -0.2 2.39
F -0.2708 3.2780 1.6832 0.0 0.0 0.0 -0.46
F 0.6725 4.4376 0.0243 0.0 0.1 0.2 -0.45
F -1.3361 5.2837 -0.5075 0.1 0.4 -0.2 -0.45
F -2.2661 4.0975 1.1475 -0.3 0.1 0.4 -0.47
F -0.5735 5.4778 1.5572 0.1 0.0 0.0 -0.42
C -2.3896 -1.6051 0.4319 0.9 0.1 -0.6 -0.05
C -3.3321 -1.6555 1.6009 1.3 1.0 -0.2 0.77
O -4.4049 -2.0829 1.4569 -2.3 -1.2 -0.2 -0.46
O -2.8938 -1.0427 2.7160 0.7 0.0 0.3 -0.70
C -1.3377 -2.5401 0.3686 0.0 0.5 -0.9 -0.11
Br -1.1341 -3.8047 1.7426 0.0 0.1 0.0 0.17
H 3.1681 -0.6014 2.6876 0.2 0.0 -0.1 0.21
H 1.8980 -1.5794 3.3626 -0.1 0.0 0.1 0.21
H 2.6530 -2.0721 1.8395 0.1 -0.1 -0.1 0.23
H 0.3941 -1.0439 1.5170 -0.1 0.0 0.0 0.16
H 0.9868 0.4635 2.1913 0.0 0.2 0.1 0.17
H 2.4423 1.6420 -0.4205 0.0 0.0 -0.2 0.18
H 2.8313 1.3682 1.2549 0.0 0.1 0.2 0.18
H 4.8430 0.5248 0.6538 0.1 0.0 0.1 0.20
H 4.4568 0.7058 -1.0386 0.0 -0.1 -0.2 0.17
H 4.2904 -1.0964 -2.2399 0.1 0.2 0.0 0.18
H 4.4938 -2.6538 -1.4628 0.0 -0.1 0.2 0.20
H 2.3795 -2.5503 -2.6783 0.0 -0.2 -0.1 0.17
H 1.9478 -1.0565 -1.8122 -0.1 0.0 0.0 0.17
H 0.6690 -4.2437 -0.1925 -0.1 -0.3 0.0 0.23
H 0.7074 -3.8811 -1.9338 0.0 -0.1 -0.2 0.20
H -0.0600 -1.5983 -2.4773 0.0 0.0 -0.1 0.45
H -1.7541 -0.0428 -2.5130 0.0 0.1 -0.1 0.26
H -4.4568 -0.0546 0.1389 -0.3 0.0 0.0 0.25
H -4.2284 0.3909 -1.5145 0.0 0.1 -0.2 0.25
H -4.2886 2.2445 0.2099 -0.1 0.1 0.0 0.26
H -2.8171 1.6423 0.9001 0.1 0.0 0.1 0.24
H -2.5882 -1.7079 3.3500 -0.1 0.2 0.3 0.52
```
Forces are in eV/Å.

For the HOMO energy, the calculation gives -12.195 eV. The structure (SMILES) is CCOCCOCCOCc1[nH+]cc(CCC(F)(F)C(F)(F)S(F)(F)(F)(F)F)c(C(=O)O)c1Br. The molar mass comes out at 603.32 g mol⁻¹. The calculation puts the gap between HOMO and LUMO at 7.7 eV. As for the spin multiplicity: 1. As for the total charge: +1.

Record 2
Computed, not measured: C5H4 as an isolated structure, with wB97M-V/def2-TZVPD.

```
9
Properties=species:S:1:pos:R:3:forces:R:3:nbo_charge:R:1
C 2.1590 -0.6221 0.3802 0.0 0.0 -1.1 -0.27
C 1.1920 -0.0908 -0.1530 0.7 -1.4 -0.7 -0.08
C -0.0063 0.6579 -0.3090 0.7 0.9 1.2 -0.54
C -1.3079 0.0131 -0.0713 -0.1 0.2 0.8 -0.02
C -2.4010 -0.4649 0.1278 0.8 0.3 0.0 -0.20
H 2.9570 -1.2749 0.1240 0.3 -0.3 0.4 0.23
H 0.8491 1.1293 0.4918 -3.1 0.5 0.3 0.38
H -0.0744 1.5260 -0.9543 0.3 -0.4 -0.6 0.27
H -3.3674 -0.8736 0.3638 0.4 0.1 -0.2 0.24
```
Forces are in eV/Å.

For the HOMO energy, the calculation gives -8.861 eV. The molar mass comes out at 64.09 g mol⁻¹. The calculation puts the gap between HOMO and LUMO at 9.7 eV. For the energy above the lowest of the compared OMol25 structures with the same formula, charge and spin, the calculation gives 269.9 kJ/mol. As for the spin multiplicity: 1. As for the total charge: 0.

Record 3
Computed, not measured: a 3-piece molecular cluster, C35H64F3N3O7S overall, with wB97M-V/def2-TZVPD.

```
113
Properties=species:S:1:pos:R:3:forces:R:3:mulliken_charge:R:1
C -2.2571 -6.3710 -2.4335 0.1 -0.2 -0.1 -1.04
C -2.0527 -5.0254 -3.3500 -0.7 -0.2 0.1 -0.08
C -0.4475 -4.6286 -3.5811 -0.8 -0.4 -0.2 -0.73
C -0.0136 -3.2505 -2.7708 -0.5 -0.1 -0.6 0.28
C 1.2937 -2.4878 -3.4048 0.0 -0.4 -0.5 -0.80
C 2.2654 -1.7550 -2.3025 0.2 -0.2 -0.1 -0.35
C 1.4647 -0.6243 -1.3657 0.8 -0.9 0.6 0.44
C 2.3850 0.7110 -1.0700 -0.2 0.0 0.7 -0.08
C 1.4825 2.0268 -0.5698 1.2 -0.2 -0.4 -0.29
C 1.0316 1.7952 1.0009 0.0 -0.6 -0.3 -0.29
C -0.1755 2.7928 1.5109 0.7 1.1 -0.9 -0.89
C -1.4834 2.8229 0.4672 1.2 0.1 -0.1 0.17
C -1.9116 1.3486 -0.0922 0.9 0.4 -0.2 -0.13
C -3.4952 1.1328 -0.4377 1.2 0.4 0.1 0.55
C -3.9172 2.0177 -1.7372 0.3 -0.6 -1.3 -1.29
C -4.2141 3.5787 -1.6372 -4.8 2.3 0.0 0.42
C -3.1535 4.8551 -1.6241 0.2 -0.1 0.8 -0.90
N -5.5556 3.9897 -1.6383 5.7 -2.1 -0.2 -0.66
O -3.5543 -0.2410 -1.0578 -0.1 -0.2 2.5 -0.51
S -3.2954 -1.5034 -0.0249 3.1 -9.0 -4.9 1.36
O -4.2516 -2.6891 -0.4399 2.1 5.3 1.8 -0.77
O -1.8443 -2.0684 -0.2849 -4.8 3.4 1.4 -0.49
C -3.4671 -1.2669 1.7994 -1.7 0.1 2.1 -0.59
N -2.1702 -1.6773 2.4593 -1.8 -6.1 3.2 -0.32
C -2.3033 -2.8544 3.1573 0.2 -0.9 4.0 0.71
O -2.3587 -3.8299 4.0894 0.6 7.9 -8.0 -0.50
C -3.9904 0.2431 2.1452 -0.2 0.4 0.9 0.02
C -2.9339 1.0440 3.0959 1.0 -0.2 1.0 -0.61
C -2.9639 0.5421 4.6920 1.0 2.7 -0.2 0.18
O -4.3085 0.5645 5.2848 0.6 0.2 -1.0 -0.59
C -2.0829 1.6935 5.5259 -0.7 -1.3 1.1 -0.64
N -0.6202 1.3353 5.6729 -0.7 0.6 -0.9 -0.56
C -4.5237 1.0606 0.8089 -1.1 -0.4 0.7 -0.10
C -5.2009 2.4347 1.3556 -1.1 0.4 0.8 -0.72
C -6.8151 2.4301 0.9103 0.2 -0.4 1.2 -1.10
C -7.5361 3.8933 1.0565 -1.5 1.3 -0.4 0.68
F -6.6251 5.0581 0.9934 -3.1 -3.8 0.3 -0.24
F -8.5713 4.0404 -0.0305 3.3 -0.2 3.5 -0.28
F -8.3097 4.0216 2.3473 2.6 -0.3 -4.1 -0.29
H -1.5326 -6.3113 -1.5119 -1.4 -0.2 -1.7 0.26
H -2.0098 -7.3495 -3.0672 -0.4 2.1 1.4 0.29
H -3.3697 -6.5039 -2.0336 2.4 0.5 -0.9 0.29
H -2.6050 -5.2435 -4.3855 1.3 0.6 2.2 0.30
H -2.6367 -4.1388 -2.8297 1.3 -1.7 -1.0 0.02
H -0.3268 -4.5241 -4.7628 0.1 -0.1 2.6 0.26
H 0.1635 -5.5672 -3.1841 -1.0 2.1 -1.0 0.31
H 0.1670 -3.5655 -1.6477 -0.5 1.0 -2.2 0.06
H -0.9292 -2.5034 -2.9009 1.9 -1.7 0.8 -0.03
H 0.8995 -1.7054 -4.1995 0.8 -1.5 1.6 0.24
H 1.8936 -3.3009 -4.0309 -1.0 1.8 1.4 0.31
H 3.2081 -1.2442 -2.8235 -2.1 -1.1 1.0 0.09
H 2.7211 -2.6223 -1.6313 -1.0 1.9 -1.2 0.22
H 0.4110 -0.3909 -1.8314 2.1 -0.3 0.9 -0.38
H 1.3101 -1.1626 -0.3121 -0.1 1.3 -2.3 0.14
H 3.1037 0.9805 -1.9751 -1.7 -0.5 1.8 0.46
H 3.0956 0.4612 -0.1438 -1.4 0.5 -2.1 -0.51
H 2.2218 2.9543 -0.6994 -1.7 -1.8 0.6 0.36
H 0.5912 2.2267 -1.3024 1.6 -0.6 1.5 0.10
H 0.6996 0.6581 1.1123 0.6 2.4 -0.3 -0.01
H 2.0253 1.8973 1.6398 -2.2 0.0 -1.1 0.40
H 0.2735 3.8971 1.4412 -1.0 -2.3 0.3 0.50
H -0.4884 2.6503 2.6300 0.6 0.0 -2.2 -0.01
H -1.0663 3.4231 -0.4776 -1.3 -1.0 2.3 0.41
H -2.3421 3.3923 1.0235 1.5 -1.0 -1.3 -0.16
H -1.4451 0.5666 0.6530 -1.4 1.2 -1.5 -0.29
H -1.3220 1.1941 -1.1192 -1.4 0.1 2.3 0.18
H -3.0555 1.8502 -2.5479 -1.7 0.3 1.9 0.36
H -4.8677 1.4767 -2.2178 1.9 1.3 1.2 0.46
H -2.8056 5.0943 -0.5081 -0.9 -0.7 -2.4 0.18
H -2.1551 4.6370 -2.2188 -2.2 0.4 1.1 0.26
H -3.6849 5.8536 -1.9949 1.0 -2.6 0.6 0.36
H -6.1659 3.1465 -1.6957 0.6 0.6 0.0 0.24
H -4.2883 -2.0432 2.1855 1.5 1.9 -1.7 0.48
H -4.9741 0.0968 2.8090 2.2 0.3 -1.4 0.64
H -3.0949 2.2146 3.1540 -0.1 -2.4 -0.5 0.60
H -1.7911 0.9105 2.7770 -2.6 0.1 0.5 -0.26
H -2.3831 -0.4711 4.8250 -1.9 1.8 -0.1 0.13
H -4.7120 1.4813 5.2966 1.2 -1.4 -0.2 0.36
H -2.2835 2.7659 5.1014 0.8 -2.0 0.6 0.28
H -2.5422 1.6868 6.6260 0.9 0.0 -2.3 0.26
H -0.0388 1.6560 4.8678 -0.8 -0.8 1.0 0.27
H -0.4662 0.3306 5.9113 -0.3 1.4 -0.6 0.26
H -5.4383 0.3906 0.4234 2.0 1.4 0.6 0.68
H -5.2651 2.4277 2.5494 0.4 -0.1 -2.6 0.47
H -4.6530 3.4307 1.0890 -1.1 -2.0 0.1 0.34
H -7.3327 1.7236 1.7219 0.9 1.7 -1.8 0.46
H -6.9936 1.8899 -0.1228 0.3 1.7 2.0 0.40
C 6.1770 0.1438 2.7724 -0.3 -0.3 0.5 -0.55
C 7.5197 0.5457 2.2188 0.4 0.5 0.0 -0.63
C 7.5975 -0.2747 0.9497 0.1 -0.3 -0.3 -0.47
O 6.2528 -0.4438 0.4803 -0.1 0.3 0.7 -0.32
C 5.3527 -0.0223 1.5145 -0.2 0.1 -0.3 -0.32
H 5.7521 0.8726 3.4672 0.0 -0.1 -0.1 0.33
H 6.2627 -0.8175 3.2928 -0.1 0.1 0.0 0.28
H 7.5147 1.6142 1.9732 0.1 -0.1 0.0 0.29
H 8.3517 0.3555 2.9014 -0.1 0.0 -0.1 0.37
H 8.0111 -1.2699 1.1444 0.1 0.0 0.0 0.37
H 8.2000 0.2080 0.1748 -0.1 -0.1 0.0 0.22
H 4.9084 0.9293 1.2030 -0.1 0.0 0.1 0.15
H 4.5533 -0.7593 1.6306 0.1 0.0 -0.1 0.26
C 7.8222 -1.6775 -4.1697 0.0 0.4 -0.5 -0.58
C 8.3206 -1.6627 -2.7477 0.5 -0.2 0.3 -0.46
C 7.0297 -1.6978 -1.9591 -0.3 0.2 0.1 0.08
O 6.0769 -2.4188 -2.7524 0.3 0.1 -0.2 -0.42
C 6.6139 -2.5828 -4.0723 -0.3 -0.4 0.1 -0.50
H 8.5628 -2.0313 -4.8913 -0.1 0.0 0.0 0.36
H 7.5105 -0.6684 -4.4642 0.0 -0.1 0.0 0.26
H 8.9040 -2.5697 -2.5498 0.0 0.1 0.0 0.32
H 8.9432 -0.7968 -2.5087 -0.1 -0.1 0.0 0.28
H 6.6350 -0.6890 -1.7978 0.1 -0.1 0.1 0.10
H 7.1451 -2.1868 -0.9875 -0.2 0.1 -0.2 0.03
H 6.8960 -3.6348 -4.1896 0.0 0.0 -0.1 0.30
H 5.8479 -2.3421 -4.8146 0.0 -0.1 0.1 0.27
```
Forces are in eV/Å.

For the HOMO energy, the calculation gives -9.165 eV. The structure (SMILES) is [H]/N=C(/C)C[C@]1(CCCCCCCCCCCCC)OS(=O)(=O)[C@@H](N=C=O)[C@@H](C[C@H](O)CN)[C@H]1CCC(F)(F)F.C1CCOC1.C1CCOC1. The molar mass comes out at 727.97 g mol⁻¹. The calculation puts the gap between HOMO and LUMO at 8.3 eV. As for the spin multiplicity: 1. As for the total charge: 0.

Question: Which of these has the lowest gap between HOMO and LUMO?
Answer: C17H22BrF9NO5S

Question: The highest gap between HOMO and LUMO belongs to which entry?
Answer: C5H4

Question: Among the records above, which one has the lowest gap between HOMO and LUMO?
Answer: C17H22BrF9NO5S